Entry from OMol25: C26H42F9IN2O8SSi2 as an isolated structure (ωB97M-V/def2-TZVPD).

The geometry in XYZ format:
```
91
C26H42F9IN2O8SSi2, DFT ωB97M-V/def2-TZVPD
C 3.98 3.36 4.67
C 2.78 3.36 4.02
Si 2.47 2.18 2.59
C 4.06 1.18 2.37
C 4.25 0.22 3.57
C 1.12 0.97 3.07
C 1.02 -0.17 2.01
C -0.43 -0.67 1.77
C -0.71 -1.96 2.59
C -1.85 -1.84 3.63
C -1.87 -0.48 4.38
C -2.63 -0.64 5.70
S -3.25 0.90 6.46
C -3.39 2.07 5.16
N -4.45 2.58 4.66
N -4.02 3.43 3.65
C -2.75 3.37 3.62
O -2.26 2.51 4.56
O 2.15 3.04 1.15
Si 0.62 3.61 0.89
C 0.40 4.13 -0.90
I 0.23 5.64 2.26
H 3.98 3.11 5.73
H 4.91 3.57 4.15
H 2.00 4.04 4.38
H 4.87 1.92 2.36
H 4.01 0.62 1.44
H 5.31 0.00 3.77
H 3.75 -0.74 3.37
H 3.82 0.62 4.49
H 0.14 1.42 3.25
H 1.43 0.51 4.02
H 1.40 0.23 1.06
H 1.68 -1.00 2.26
H -0.45 -0.96 0.72
H -1.17 0.12 1.91
H 0.18 -2.28 3.13
H -1.00 -2.74 1.89
H -1.76 -2.62 4.40
H -2.83 -1.93 3.14
H -2.34 0.23 3.70
H -0.84 -0.19 4.57
H -1.93 -1.06 6.42
H -3.41 -1.39 5.56
H -2.05 3.87 2.97
H -0.39 2.57 1.20
H -0.43 3.54 -1.30
H 1.32 3.98 -1.48
H 0.08 5.17 -0.97
C -0.97 -4.49 -3.61
C -0.78 -5.01 -2.20
O 0.61 -5.04 -1.84
C 1.12 -3.90 -1.40
O 0.53 -2.86 -1.28
C 2.59 -4.09 -1.02
F 3.25 -4.82 -1.93
F 2.69 -4.74 0.15
F 3.22 -2.93 -0.90
H -0.37 -5.07 -4.31
H -2.02 -4.55 -3.90
H -0.65 -3.45 -3.69
H -1.13 -6.04 -2.14
H -1.35 -4.43 -1.48
C -3.81 -9.19 -7.84
C -4.61 -8.11 -7.15
O -4.49 -8.22 -5.72
C -3.41 -7.66 -5.18
O -2.55 -7.08 -5.77
C -3.45 -7.82 -3.66
F -3.82 -9.04 -3.28
F -4.32 -6.95 -3.11
F -2.25 -7.57 -3.11
H -4.10 -10.18 -7.48
H -3.98 -9.15 -8.92
H -2.75 -9.08 -7.65
H -5.67 -8.23 -7.36
H -4.32 -7.12 -7.48
C 2.97 8.24 -0.55
C 2.11 9.26 -1.28
O 2.33 9.20 -2.70
C 1.65 8.27 -3.35
O 0.88 7.49 -2.87
C 1.95 8.37 -4.86
F 3.26 8.54 -5.09
F 1.31 9.41 -5.40
F 1.57 7.27 -5.50
H 4.02 8.37 -0.81
H 2.85 8.34 0.52
H 2.69 7.23 -0.84
H 2.38 10.27 -0.97
H 1.05 9.13 -1.05
```

Values from the calculation:
HOMO-LUMO gap: 8.67 eV
HOMO level: -8.30 eV